Density functional theory data (ωB97M-V with the def2-TZVPD basis set) for 10 unconnected molecules or ions with the total composition C30H85ClN7O13.

Each atom is followed by the atoms it is bonded to, with distances in Å.
Atoms and positions in Å:
1 Cl -8.344 3.266 1.549  O2 1.428, O3 1.404, O4 1.429, O5 1.459
2 O -8.272 4.129 2.684  Cl1 1.428
3 O -7.191 2.487 1.739  Cl1 1.404
4 O -9.600 2.584 1.533  Cl1 1.429
5 O -8.268 3.979 0.279  Cl1 1.459
6 C -8.912 0.540 -0.927  O7 1.432, H8 1.090, H9 1.090, H10 1.090
7 O -8.973 -0.723 -0.255  C6 1.432, H11 0.960
8 H -8.641 0.432 -1.977  C6 1.090
9 H -9.887 1.003 -0.768  C6 1.090
10 H -8.038 1.104 -0.601  C6 1.090
11 H -9.342 -1.340 -0.891  O7 0.960
12 C -6.899 4.127 -2.906  O13 1.405, H14 1.090, H15 1.090, H16 1.090
13 O -6.092 3.637 -1.866  C12 1.405, H17 0.960
14 H -6.505 4.076 -3.920  C12 1.090
15 H -7.841 3.578 -2.904  C12 1.090
16 H -7.223 5.160 -2.783  C12 1.090
17 H -6.575 3.691 -1.038  O13 0.960
18 C -11.525 1.326 8.888  C19 1.557, H24 1.090, H25 1.090, H26 1.090
19 C -12.242 2.389 8.006  C18 1.557, C20 1.576, N23 1.468, H27 1.090
20 C -11.346 2.876 6.804  C19 1.576, O21 1.441, H28 1.090, H29 1.090
21 O -12.022 3.712 5.844  C20 1.441, C22 1.446
22 C -11.505 3.667 4.495  O21 1.446, H30 1.090, H31 1.090, H32 1.090
23 N -13.439 1.712 7.493  C19 1.468, H33 1.010, H34 1.010
24 H -10.497 1.584 9.143  C18 1.090
25 H -11.391 0.381 8.361  C18 1.090
26 H -11.997 1.221 9.865  C18 1.090
27 H -12.556 3.242 8.609  C19 1.090
28 H -11.015 2.034 6.196  C20 1.090
29 H -10.422 3.406 7.032  C20 1.090
30 H -11.283 2.653 4.163  C22 1.090
31 H -10.601 4.263 4.366  C22 1.090
32 H -12.247 4.027 3.782  C22 1.090
33 H -14.239 1.959 8.057  N23 1.010
34 H -13.682 2.199 6.643  N23 1.010
35 C -9.370 7.304 -1.412  C36 1.520, H41 1.090, H42 1.090, H43 1.090
36 C -9.548 7.630 0.062  C35 1.520, C37 1.556, N40 1.502, H44 1.090
37 C -10.673 6.845 0.798  C36 1.556, O38 1.434, H45 1.090, H46 1.090
38 O -12.011 6.926 0.289  C37 1.434, C39 1.403
39 C -12.619 8.184 0.155  O38 1.403, H47 1.090, H48 1.090, H49 1.090
40 N -8.271 7.225 0.739  C36 1.502, H50 1.010, H51 1.010
41 H -8.572 7.923 -1.822  C35 1.090
42 H -10.291 7.621 -1.901  C35 1.090
43 H -9.040 6.276 -1.563  C35 1.090
44 H -9.805 8.690 0.088  C36 1.090
45 H -10.707 7.162 1.840  C37 1.090
46 H -10.430 5.783 0.819  C37 1.090
47 H -12.259 8.945 0.847  C39 1.090
48 H -13.708 8.207 0.188  C39 1.090
49 H -12.262 8.484 -0.830  C39 1.090
50 H -8.417 7.346 1.731  N40 1.010
51 H -8.047 6.240 0.717  N40 1.010
52 C -11.344 -0.764 1.876  C53 1.497, H58 1.090, H59 1.090, H60 1.090
53 C -10.462 -0.660 3.081  C52 1.497, C54 1.516, N57 1.453, H61 1.090
54 C -10.315 -1.908 3.930  C53 1.516, O55 1.451, H62 1.090, H63 1.090
55 O -9.359 -2.866 3.406  C54 1.451, C56 1.430
56 C -9.279 -4.044 4.212  O55 1.430, H64 1.090, H65 1.090, H66 1.090
57 N -9.164 -0.227 2.593  C53 1.453, H67 1.010, H68 1.010
58 H -12.381 -0.864 2.198  C52 1.090
59 H -11.196 -1.456 1.046  C52 1.090
60 H -11.353 0.282 1.571  C52 1.090
61 H -10.777 0.166 3.718  C53 1.090
62 H -11.301 -2.341 4.095  C54 1.090
63 H -10.041 -1.616 4.944  C54 1.090
64 H -8.398 -4.605 3.899  C56 1.090
65 H -10.179 -4.647 4.100  C56 1.090
66 H -9.042 -3.788 5.245  C56 1.090
67 H -9.494 0.633 2.180  N57 1.010
68 H -8.671 0.218 3.354  N57 1.010
69 C -4.311 0.402 0.016  C70 1.541, H75 1.090, H76 1.090, H77 1.090
70 C -5.627 -0.390 -0.092  C69 1.541, C71 1.511, N74 1.472, H78 1.090
71 C -5.473 -1.764 -0.702  C70 1.511, O72 1.465, H79 1.090, H80 1.090
72 O -6.639 -2.622 -0.482  C71 1.465, C73 1.482
73 C -6.681 -3.789 -1.394  O72 1.482, H81 1.090, H82 1.090, H83 1.090
74 N -6.271 -0.446 1.230  C70 1.472, H84 1.010, H85 1.010
75 H -4.028 0.591 -1.019  C69 1.090
76 H -3.578 -0.192 0.562  C69 1.090
77 H -4.395 1.301 0.627  C69 1.090
78 H -6.195 0.223 -0.793  C70 1.090
79 H -4.553 -2.152 -0.264  C71 1.090
80 H -5.081 -1.594 -1.705  C71 1.090
81 H -7.113 -3.608 -2.378  C73 1.090
82 H -7.209 -4.656 -0.997  C73 1.090
83 H -5.670 -4.106 -1.649  C73 1.090
84 H -6.294 0.501 1.580  N74 1.010
85 H -5.449 -0.695 1.761  N74 1.010
86 C -5.646 -2.035 5.898  C87 1.532, H92 1.090, H93 1.090, H94 1.090
87 C -6.895 -1.375 5.302  C86 1.532, C88 1.518, N91 1.447, H95 1.090
88 C -6.838 0.119 5.561  C87 1.518, O89 1.421, H96 1.090, H97 1.090
89 O -7.943 0.804 4.987  C88 1.421, C90 1.398
90 C -7.988 2.173 5.269  O89 1.398, H98 1.090, H99 1.090, H100 1.090
91 N -6.733 -1.619 3.886  C87 1.447, H101 1.010, H102 1.010
92 H -4.745 -1.627 5.439  C86 1.090
93 H -5.647 -3.113 5.741  C86 1.090
94 H -5.583 -1.908 6.979  C86 1.090
95 H -7.897 -1.638 5.642  C87 1.090
96 H -5.944 0.534 5.093  C88 1.090
97 H -6.728 0.325 6.626  C88 1.090
98 H -8.967 2.577 5.012  C90 1.090
99 H -7.117 2.722 4.911  C90 1.090
100 H -7.961 2.236 6.357  C90 1.090
101 H -5.773 -1.307 3.899  N91 1.010
102 H -6.403 -2.573 3.903  N91 1.010
103 C -9.324 7.137 6.003  C104 1.532, H109 1.090, H110 1.090, H111 1.090
104 C -7.835 6.944 5.697  C103 1.532, C105 1.518, N108 1.481, H112 1.090
105 C -7.265 5.678 6.311  C104 1.518, O106 1.389, H113 1.090, H114 1.090
106 O -5.894 5.865 6.186  C105 1.389, C107 1.391
107 C -5.126 4.832 6.713  O106 1.391, H115 1.090, H116 1.090, H117 1.090
108 N -7.706 6.811 4.228  C104 1.481, H118 1.010, H119 1.010
109 H -9.827 7.900 5.409  C103 1.090
110 H -9.580 7.468 7.009  C103 1.090
111 H -9.930 6.254 5.800  C103 1.090
112 H -7.271 7.830 5.990  C104 1.090
113 H -7.659 4.835 5.744  C105 1.090
114 H -7.632 5.545 7.329  C105 1.090
115 H -5.408 3.930 6.170  C107 1.090
116 H -5.266 4.722 7.788  C107 1.090
117 H -4.066 5.040 6.565  C107 1.090
118 H -6.721 6.826 4.002  N108 1.010
119 H -8.026 5.893 3.957  N108 1.010
120 C -3.926 2.669 3.327  C121 1.497, H126 1.090, H127 1.090, H128 1.090
121 C -2.544 2.160 3.597  C120 1.497, C122 1.572, N125 1.456, H129 1.090
122 C -2.394 1.610 5.062  C121 1.572, O123 1.421, H130 1.090, H131 1.090
123 O -2.097 2.716 5.903  C122 1.421, C124 1.399
124 C -1.888 2.529 7.273  O123 1.399, H132 1.090, H133 1.090, H134 1.090
125 N -2.169 1.163 2.603  C121 1.456, H135 1.010, H136 1.010
126 H -4.738 1.943 3.330  C120 1.090
127 H -3.828 3.158 2.358  C120 1.090
128 H -4.235 3.436 4.038  C120 1.090
129 H -1.837 2.986 3.535  C121 1.090
130 H -1.672 0.793 5.071  C122 1.090
131 H -3.275 1.047 5.369  C122 1.090
132 H -1.023 1.945 7.588  C124 1.090
133 H -2.623 1.862 7.724  C124 1.090
134 H -1.887 3.497 7.776  C124 1.090
135 H -1.161 1.214 2.567  N125 1.010
136 H -2.495 1.402 1.678  N125 1.010

- energy (Ha) = -3015.09285
- charge = -1
- maximum force (eV/Å) = 3.21

Atom charges from the Mulliken analysis, given in e for atoms 1 to 99:
1. Cl 1.2588
2. O -0.5148
3. O -0.7682
4. O -0.7442
5. O -0.6912
6. C -0.3894
7. O -0.3171
8. H 0.4959
9. H 0.2955
10. H -0.2933
11. H 0.2044
12. C -0.5792
13. O -0.5245
14. H 0.3352
15. H 0.2452
16. H 0.1961
17. H 0.3517
18. C -1.3416
19. C 0.3302
20. C 0.0625
21. O -0.5178
22. C -0.0318
23. N -0.7679
24. H 0.3267
25. H 0.3154
26. H 0.3465
27. H 0.3913
28. H -0.1335
29. H 0.2311
30. H -0.1417
31. H -0.0296
32. H 0.4427
33. H 0.2502
34. H 0.2723
35. C -1.1329
36. C 0.4347
37. C -0.2773
38. O -0.3952
39. C -0.7479
40. N -0.7609
41. H 0.4032
42. H 0.2831
43. H 0.0347
44. H 0.3942
45. H 0.4184
46. H 0.0050
47. H 0.3078
48. H 0.2663
49. H 0.2420
50. H 0.2901
51. H 0.2843
52. C -1.4844
53. C 2.2565
54. C -1.0207
55. O -0.1525
56. C -0.9246
57. N 0.6133
58. H 0.4764
59. H 0.2013
60. H 0.2843
61. H -1.0428
62. H 0.5628
63. H 0.2643
64. H 0.2318
65. H 0.3263
66. H 0.3251
67. H -0.2898
68. H -0.2186
69. C -1.9203
70. C 0.9725
71. C -1.1914
72. O -0.1409
73. C -0.9057
74. N 0.3349
75. H 0.4696
76. H 0.5373
77. H 0.1424
78. H 0.3136
79. H 0.3435
80. H 0.4435
81. H 0.3129
82. H 0.2407
83. H 0.3413
84. H -0.3468
85. H 0.1817
86. C -1.6232
87. C 0.0987
88. C -0.5820
89. O 0.0820
90. C -0.5588
91. N -0.2670
92. H 0.3367
93. H 0.4147
94. H 0.4609
95. H 0.0972
96. H -0.4255
97. H 0.5597
98. H -0.1854
99. H 0.1119